1.
Formula: C23H32HfI2N7O
Source: the OMol25 dataset
Level of theory: wB97M-V/def2-TZVPD

```
66
Properties=species:S:1:pos:R:3
Hf 0.30861 -0.48311 -0.67907
N 1.36966 -1.46329 -2.74696
C 1.85372 -0.51341 -3.77292
C 1.34724 0.89188 -3.43492
N 1.45549 1.17823 -1.98434
C 2.85301 1.42159 -1.53792
C 3.54846 0.15531 -1.03034
N 2.66440 -0.54251 -0.07354
H 0.87883 -2.22898 -3.20971
H 2.16411 -1.94896 -2.32785
H 2.94255 -0.52070 -3.84636
H 1.48090 -0.78073 -4.76299
H 1.90750 1.62428 -4.02631
H 0.29091 0.97073 -3.71275
H 0.99256 2.07730 -1.85886
H 3.44173 1.86733 -2.34680
H 2.81561 2.14219 -0.71668
H 3.79563 -0.51362 -1.85144
H 4.49847 0.45612 -0.57910
H 2.94472 -1.52350 -0.01507
H 2.83407 -0.16443 0.86164
N -1.39999 -1.38707 -2.10179
C -2.87549 -1.28912 -1.91382
C -3.36064 0.14533 -2.08109
C -2.87486 1.07001 -0.97426
N -1.40075 1.30541 -1.06542
H -1.23102 -1.12756 -3.07826
H -1.18363 -2.38724 -2.04500
H -3.12253 -1.67298 -0.91984
H -3.39152 -1.91030 -2.65331
H -4.45163 0.14521 -2.06443
H -3.05866 0.53896 -3.05612
H -3.10648 0.63250 -0.00274
H -3.40942 2.02083 -1.04876
H -1.19233 2.00626 -0.34765
H -1.28013 1.79660 -1.95530
I 1.04900 -5.26454 -1.30397
C -0.27349 -4.44273 0.11514
C -1.19565 -5.19736 0.83659
C -2.05716 -4.59344 1.73006
I -3.42106 -5.81154 2.78365
C -2.04207 -3.17959 1.89842
C -2.86063 -2.44905 2.77524
C -2.75967 -1.07434 2.81777
C -1.87430 -0.41882 1.96271
N -1.08262 -1.04952 1.10125
C -1.13086 -2.41803 1.10477
C -0.21011 -3.06669 0.25716
O 0.69112 -2.33615 -0.39729
H -1.23255 -6.26690 0.69290
H -3.56598 -2.96477 3.41072
H -3.36854 -0.50100 3.49884
H -1.81029 0.66275 1.98295
N 0.70988 1.18135 0.89155
C 0.95272 1.96829 1.71708
C 1.22699 2.93533 2.66062
C 2.21900 3.90818 2.41068
C 2.43139 4.90971 3.33200
C 1.66732 4.96723 4.49334
C 0.71515 3.98900 4.76349
C 0.48536 2.97620 3.85937
H 2.79398 3.87091 1.49767
H 3.18895 5.65527 3.14800
H 1.81408 5.77692 5.18970
H 0.15050 4.02557 5.68050
H -0.25951 2.21916 4.04912
```

LUMO   -8.9854 eV
Total charge   +3
Energy relative to the best compared isomer or geometry (same formula, charge and spin)   0.6947 eV
Molecular weight   854.855 g mol⁻¹
HOMO   -15.59 eV
Spin multiplicity   1
Total energy   -1996.89185 Eh
Gap between HOMO and LUMO   6.61 eV



2.
Formula: C3H6F2N2O
Source: the OMol25 dataset
Level of theory: wB97M-V/def2-TZVPD

```
14
Properties=species:S:1:pos:R:3
C -2.59029 -0.18048 -0.47734
C 1.21088 0.72019 -0.43958
C 1.66032 -0.47619 -0.07002
N -2.81062 0.74496 0.41021
N 1.16657 -1.72366 -0.41273
O 1.80866 1.91854 -0.15231
F -1.87830 -1.18281 0.10883
F 2.78822 -0.55401 0.69583
H 0.32594 0.81584 -1.04924
H -3.31800 1.56996 0.13093
H -2.49026 0.69438 1.37810
H 1.26372 -2.40731 0.32798
H 0.22403 -1.69548 -0.76422
H 2.63916 1.75607 0.31356
```

LUMO (alpha / beta)   0.8834 / -1.7314 eV
Total charge   0
Molecular weight   124.090 g mol⁻¹
HOMO (alpha / beta)   -6.33 / -7.72 eV
Spin multiplicity   3
Expectation value of S²   2.00
Total energy   -502.18559 Eh
Gap between HOMO and LUMO (alpha / beta)   7.21 / 5.99 eV



3.
Formula: C5H13NO
Source: the OMol25 dataset
Level of theory: wB97M-V/def2-TZVPD

```
20
Properties=species:S:1:pos:R:3
C -1.50805 -0.24119 -0.16019
O -2.74181 0.45236 0.20129
C -0.42689 0.32065 0.73226
C 1.02336 -0.25664 0.32728
C 1.60017 0.52156 -0.86188
C 0.90029 -1.72875 -0.00494
N -0.34331 1.76164 0.84323
H -1.50358 -1.32097 0.01079
H -1.38537 -0.00315 -1.23538
H -3.42910 0.06753 -0.36021
H -0.45560 -0.08520 1.79420
H 1.72213 -0.20548 1.17889
H 1.45564 1.60003 -0.61025
H 2.68767 0.42520 -1.04089
H 1.13688 0.66355 -1.87327
H 0.39897 -2.22420 0.83746
H 0.32936 -1.91339 -0.94433
H 1.88283 -2.17470 -0.15433
H -1.16560 2.07945 1.34052
H -0.17799 2.26169 -0.02024
```

LUMO   0.8370 eV
Total charge   0
Energy relative to the best compared isomer or geometry (same formula, charge and spin)   1.5043 eV
Molecular weight   103.165 g mol⁻¹
HOMO   -9.10 eV
Spin multiplicity   1
SMILES   CC(C)[C@@H](N)CO
Total energy   -328.26356 Eh
Gap between HOMO and LUMO   9.93 eV